[1]
Below is C4H11NO as an isolated structure at a distorted geometry, with properties calculated with ωB97M-V with the def2-TZVPD basis set.

Results
energy relative to the best compared isomer or geometry (same formula, charge and spin): 7.457 eV
maximum force: 5.3 eV Å⁻¹
gap between HOMO and LUMO: 0.2312 Ha
calculated total energy: -288.74298 a.u.

Last column: natural (NBO) charge in e.
Positions of all 17 atoms, in Å:
O -0.025 -2.597 -1.297  -0.922
C 0.950 0.208 -0.901  -0.215
H 0.424 -0.570 1.335  0.229
H -1.752 2.609 1.877  0.363
H -0.488 -3.071 -1.997  0.467
H 0.848 1.823 0.261  0.218
C 1.448 1.376 -0.528  -0.392
H -1.176 0.293 -0.948  0.247
H 2.394 1.757 -0.881  0.212
H 1.533 -0.423 -1.566  0.228
H -1.203 -1.223 1.327  0.257
N -1.002 1.934 2.010  -0.991
C -0.587 -0.410 0.951  -0.465
H -0.412 -1.488 -0.944  0.410
H -0.868 1.733 3.000  0.351
H -0.916 0.726 1.350  0.317
C -0.387 -0.299 -0.477  -0.314

Atoms 1-6, force components in eV/Å:
O 0.0 1.6 1.0
C 0.7 -0.3 -0.9
H -0.2 0.3 0.8
H -0.4 -0.8 -0.2
H -0.4 0.6 0.0
H 0.4 1.0 -0.2

---

[2]
Below is an isolated ion of composition C3H9N3O and charge +1 at a distorted geometry, with properties calculated with ωB97M-V with the def2-TZVPD basis set.

Results
energy relative to the best compared isomer or geometry (same formula, charge and spin): 2.071 eV
total charge: +1
maximum force: 5.6 eV Å⁻¹
gap between HOMO and LUMO (alpha / beta): 0.3699 / 0.1662 Ha
calculated total energy: -358.83591 a.u.
multiplicity: 2

Last column: natural (NBO) charge in e.
Positions of all 16 atoms, in Å:
H 1.843 1.628 -1.445  0.295
H -2.077 -2.230 1.415  0.406
H 3.131 1.163 0.539  0.410
N -1.855 -1.270 1.080  -0.834
O 1.346 -1.107 -0.528  -0.338
C 0.855 -0.035 -0.497  0.667
H -2.751 -0.705 1.100  0.370
C -1.375 -1.211 -0.360  -0.079
H -0.669 -1.964 -0.525  0.216
H 0.431 1.896 -0.325  0.251
H -1.192 0.735 -0.302  0.399
H -2.379 -1.307 -1.004  0.231
H 1.745 1.383 1.495  0.398
C 1.351 1.349 -0.490  -0.329
N 2.190 1.615 0.618  -0.512
N -0.594 0.062 -0.772  -0.550

Atoms 1-6, force components in eV/Å:
H -0.4 -0.5 0.4
H 0.4 0.9 -0.7
H -0.9 0.9 0.3
N -0.6 1.3 -1.4
O 1.4 0.4 0.5
C -4.7 -2.7 -1.6

---

[3]
Below is C2H3F2NO2 as an isolated structure at a distorted geometry, with properties calculated with ωB97M-V with the def2-TZVPD basis set.

Results
energy relative to the best compared isomer or geometry (same formula, charge and spin): 3.383 eV
maximum force: 5.3 eV Å⁻¹
gap between HOMO and LUMO: 0.3944 Ha
calculated total energy: -482.81028 a.u.

Last column: natural (NBO) charge in e.
Positions of all 10 atoms, in Å:
F -1.054 -1.323 -0.409  -0.308
O 1.401 -1.888 -0.259  -0.335
H 0.264 0.531 1.735  0.226
F -0.741 0.374 -1.639  -0.301
O 1.953 -0.051 -1.250  -0.338
N 1.134 -0.759 -0.678  0.440
C -0.275 -0.271 -0.569  0.770
H -0.506 1.807 0.645  0.218
C -0.548 0.784 1.081  -0.610
H -1.628 0.796 1.344  0.236

Atoms 1-6, force components in eV/Å:
F -0.1 -0.8 0.0
O -1.0 1.6 0.0
H -0.1 -0.2 0.5
F 1.2 0.1 0.2
O -1.2 0.1 0.7
N 2.4 -1.4 -1.3

---

[4]
Below is one molecule with the formula C6H9Cl at a distorted geometry, with properties calculated with ωB97M-V with the def2-TZVPD basis set.

Results
energy relative to the best compared isomer or geometry (same formula, charge and spin): 2.908 eV
maximum force: 7.4 eV Å⁻¹
structure (SMILES): C=C/C(C)=C(/C)Cl
gap between HOMO and LUMO: 0.3311 Ha
calculated total energy: -694.06636 a.u.

Last column: natural (NBO) charge in e.
Positions of all 16 atoms, in Å:
C 1.496 -2.166 -0.255  -0.338
H -2.756 0.704 1.021  0.251
C 1.339 -0.818 0.121  -0.232
H -3.106 0.407 -0.734  0.254
H 0.965 -2.675 -0.991  0.210
H 2.474 -2.553 0.413  0.214
C -2.237 0.621 -0.015  -0.689
C 0.947 1.464 -0.009  -0.630
Cl -1.446 -1.886 0.086  -0.070
H 1.529 1.549 0.975  0.222
H -2.098 1.730 -0.670  0.222
C -1.013 -0.139 -0.085  0.032
H 1.838 -0.480 1.066  0.199
H 1.619 1.894 -0.886  0.237
H 0.092 2.226 0.029  0.220
C 0.358 0.122 -0.065  -0.102

Atoms 1-6, force components in eV/Å:
C 4.1 4.2 4.5
H 1.3 0.2 -1.7
C 1.9 -6.1 1.4
H 1.4 -1.1 1.0
H -0.5 -0.9 -1.1
H -3.0 0.1 -2.4